Entry 1:
This record from OMol25 describes a cluster of 2 separate species, C8H11IOSi in total in a non-equilibrium geometry. The level of theory is ωB97M-V with the def2-TZVPD basis set.

Positions of all 22 atoms, in Å:
C (1.510, 3.398, -1.505)
C (1.322, 3.253, -0.170)
C (0.767, 2.514, -2.338)
C (0.715, 2.118, 0.357)
C (0.193, 1.380, -1.790)
C (0.145, 1.205, -0.511)
C (0.427, -3.976, 0.516)
C (-1.982, -1.183, 2.288)
O (-0.279, -2.872, 1.078)
Si (-1.102, -1.513, 0.727)
I (-2.424, -1.675, -1.430)
H (2.078, 4.236, -1.991)
H (1.826, 3.813, 0.625)
H (0.830, 2.473, -3.503)
H (0.709, 1.975, 1.398)
H (-0.278, 0.795, -2.541)
H (-0.257, -4.693, 0.347)
H (1.371, -4.310, 1.016)
H (0.744, -3.651, -0.464)
H (-2.999, -1.418, 2.290)
H (-1.423, -1.792, 3.020)
H (-1.892, -0.076, 2.582)

Summary:
LUMO (alpha / beta) = -0.5 / -0.2 eV
ΔE to the lowest compared entry with this formula, charge and spin = 83.5 kcal/mol

Results of the natural (NBO) charge analysis, in e, for atoms 1 through 2: atom 1 (C): -0.23, atom 2 (C): -0.22

=====

Entry 2:
This record from OMol25 describes a structure of composition C32H55BClMnN6O4Si. The level of theory is ωB97M-V with the def2-TZVPD basis set.

Positions of all 101 atoms, in Å:
Mn (1.607, 0.930, -0.560)
C (-1.953, 4.040, -1.246)
C (-1.834, 3.898, 0.267)
C (-0.736, 4.823, 0.821)
C (-1.641, 2.524, 0.859)
C (-1.819, 2.229, 2.181)
C (-1.550, 0.871, 2.363)
C (-1.581, 0.233, 3.727)
C (-0.264, 0.481, 4.471)
C (-2.012, -1.230, 3.809)
N (-1.226, 0.326, 1.195)
N (-1.238, 1.356, 0.247)
B (-0.463, -1.054, 0.958)
N (-0.302, -1.384, -0.525)
N (0.813, -0.953, -1.200)
C (0.878, -1.647, -2.332)
C (-0.206, -2.533, -2.396)
C (-0.928, -2.349, -1.240)
C (-2.205, -3.049, -0.849)
C (-2.001, -4.225, 0.111)
C (-3.281, -2.077, -0.356)
C (1.983, -1.527, -3.342)
C (3.327, -1.922, -2.723)
C (2.050, -0.140, -3.986)
N (0.913, -0.908, 1.614)
N (1.563, 0.296, 1.575)
C (2.662, 0.158, 2.315)
C (2.741, -1.148, 2.813)
C (1.622, -1.800, 2.336)
C (1.224, -3.242, 2.460)
C (1.917, -3.908, 3.643)
C (1.535, -3.985, 1.156)
C (3.620, 1.284, 2.579)
C (3.742, 1.496, 4.093)
C (3.237, 2.580, 1.878)
H (-2.121, 5.095, -1.466)
H (-1.040, 3.738, -1.755)
H (-2.792, 3.471, -1.646)
H (-2.782, 4.227, 0.707)
H (0.233, 4.556, 0.407)
H (-0.961, 5.850, 0.530)
H (-0.689, 4.777, 1.910)
H (-2.113, 2.924, 2.950)
H (-2.347, 0.819, 4.245)
H (0.560, -0.073, 4.025)
H (-0.002, 1.540, 4.467)
H (-0.373, 0.159, 5.507)
H (-1.188, -1.904, 3.590)
H (-2.348, -1.438, 4.826)
H (-2.834, -1.455, 3.128)
H (-1.091, -1.904, 1.486)
H (-0.427, -3.228, -3.189)
H (-2.567, -3.479, -1.788)
H (-1.656, -3.891, 1.087)
H (-2.943, -4.757, 0.253)
H (-1.268, -4.929, -0.285)
H (-3.074, -1.735, 0.662)
H (-3.341, -1.200, -1.000)
H (-4.255, -2.569, -0.351)
H (1.734, -2.254, -4.122)
H (3.595, -1.207, -1.944)
H (3.281, -2.925, -2.294)
H (4.105, -1.911, -3.488)
H (2.459, 0.587, -3.286)
H (2.700, -0.167, -4.862)
H (1.064, 0.204, -4.306)
H (3.520, -1.558, 3.433)
H (0.143, -3.284, 2.626)
H (2.999, -3.924, 3.498)
H (1.706, -3.386, 4.578)
H (1.581, -4.941, 3.742)
H (2.610, -3.969, 0.966)
H (1.213, -5.025, 1.226)
H (1.039, -3.528, 0.300)
H (4.595, 0.963, 2.200)
H (2.785, 1.824, 4.506)
H (4.037, 0.583, 4.611)
H (4.485, 2.265, 4.308)
H (2.225, 2.892, 2.150)
H (3.925, 3.374, 2.174)
H (3.294, 2.473, 0.795)
O (1.339, 4.978, -1.858)
Cl (1.875, 3.635, -2.003)
O (1.361, 3.010, -3.214)
O (3.187, 0.832, -0.996)
O (1.198, 2.846, -0.840)
C (-1.428, 2.259, -4.995)
Si (-2.343, 0.975, -4.014)
C (-4.176, 1.352, -3.970)
C (-2.084, -0.748, -4.676)
C (-1.787, 1.068, -2.240)
C (-1.499, 1.088, -1.069)
H (-1.823, 2.305, -6.013)
H (-0.359, 2.053, -5.042)
H (-1.538, 3.244, -4.538)
H (-4.603, 1.309, -4.974)
H (-4.360, 2.350, -3.570)
H (-4.709, 0.633, -3.344)
H (-2.523, -0.812, -5.676)
H (-2.571, -1.492, -4.043)
H (-1.028, -1.004, -4.750)

Summary:
LUMO (alpha / beta) = 0.0 / 0.1 eV
⟨S²⟩ = 6.113
spin multiplicity = 5

Results of the Löwdin charge analysis, in e, for atoms 1 through 2: atom 1 (Mn): 0.76, atom 2 (C): -0.06

=====

Entry 3:
This record from OMol25 describes an isolated molecule of CH3ClN2O2 in a non-equilibrium geometry. The level of theory is ωB97M-V with the def2-TZVPD basis set.

Positions of all 9 atoms, in Å:
C (-0.039, -1.057, -0.156)
N (-0.011, 1.245, 0.608)
N (0.622, 0.211, -0.276)
O (0.220, 2.465, 0.543)
O (1.735, 0.354, -0.750)
Cl (-1.762, -0.750, -0.485)
H (0.195, -1.674, -1.086)
H (0.031, -1.695, 0.859)
H (-0.992, 0.902, 0.742)

Summary:
LUMO (alpha / beta) = -0.1 / -0.2 eV
ΔE to the lowest compared entry with this formula, charge and spin = 80.2 kcal/mol

Results of the natural (NBO) charge analysis, in e, for atoms 1 through 2: atom 1 (C): -0.29, atom 2 (N): 0.00

=====

Entry 4:
This record from OMol25 describes a cluster of 8 separate species, C8H32N16O8 in total in a non-equilibrium geometry. The level of theory is ωB97M-V with the def2-TZVPD basis set.

Positions of all 64 atoms, in Å:
C (5.446, 1.699, -5.270)
O (5.432, 2.866, -5.000)
N (5.907, 1.244, -6.326)
N (4.807, 0.936, -4.460)
H (6.306, 1.879, -7.002)
H (6.075, 0.248, -6.352)
H (4.571, -0.020, -4.684)
H (4.486, 1.397, -3.621)
C (-0.716, 0.905, -5.387)
O (-0.824, 0.331, -4.328)
N (-1.689, 1.375, -6.150)
N (0.364, 1.294, -5.864)
H (-2.685, 1.269, -6.017)
H (-1.434, 1.757, -7.049)
H (1.183, 0.808, -5.529)
H (0.378, 2.002, -6.585)
C (4.824, -0.597, 5.465)
O (4.374, -1.717, 5.416)
N (5.784, -0.294, 6.360)
N (4.556, 0.296, 4.615)
H (5.851, 0.702, 6.515)
H (5.978, -1.016, 7.040)
H (4.955, 1.190, 4.865)
H (3.854, 0.039, 3.935)
C (-2.577, 2.446, 3.119)
O (-2.691, 1.332, 2.640)
N (-1.413, 2.836, 3.527)
N (-3.556, 3.212, 3.579)
H (-1.414, 3.559, 4.233)
H (-0.633, 2.274, 3.217)
H (-4.382, 2.642, 3.468)
H (-3.432, 4.011, 4.185)
C (-4.446, -2.754, 1.050)
O (-5.557, -3.233, 0.901)
N (-3.958, -1.858, 0.249)
N (-3.774, -2.978, 2.123)
H (-4.721, -1.492, -0.303)
H (-3.298, -1.151, 0.540)
H (-2.839, -2.596, 2.107)
H (-4.107, -3.632, 2.817)
C (-5.852, 1.765, -3.301)
O (-5.945, 1.097, -4.305)
N (-4.796, 1.835, -2.503)
N (-6.808, 2.461, -2.850)
H (-3.998, 1.249, -2.703)
H (-4.636, 2.453, -1.720)
H (-7.747, 2.153, -3.061)
H (-6.581, 2.904, -1.971)
C (1.249, 0.475, 0.105)
O (1.421, 0.551, 1.294)
N (2.145, 0.341, -0.765)
N (0.073, 0.485, -0.413)
H (2.968, 0.016, -0.277)
H (2.120, 0.328, -1.774)
H (-0.714, 0.834, 0.114)
H (-0.133, 0.179, -1.353)
C (1.206, -5.268, 3.761)
O (0.605, -5.746, 2.850)
N (1.797, -5.936, 4.752)
N (1.460, -3.962, 3.968)
H (1.701, -6.938, 4.673)
H (2.289, -5.549, 5.544)
H (2.024, -3.558, 4.702)
H (1.170, -3.382, 3.193)

Summary:
LUMO = 0.1 eV
ΔE to the lowest compared entry with this formula, charge and spin = 167.5 kcal/mol
SMILES string = NC(N)=O.NC(N)=O.NC(N)=O.NC(N)=O.NC(N)=O.NC(N)=O.NC(N)=O.NC(N)=O

Results of the natural (NBO) charge analysis, in e, for atoms 1 through 2: atom 1 (C): 0.72, atom 2 (O): -0.69